Here is C17H48BF7N4O9SV as an isolated structure from the OMol25 dataset. Energies are from ωB97M-V with the def2-TZVPD basis set.

## Properties
- DFT total energy (Ha) = -3637.96152
- HOMO-LUMO gap (eV) = 6.094
- ΔE to the lowest compared entry with this formula, charge and spin (kJ/mol) = 389.0
- M (g/mol) = 679.4
- charge = +3
- lowest unoccupied orbital energy (eV) = -10.155

Atoms and positions in Å:
O 0.6821 -1.7867 -3.9235
V 2.2836 -1.3964 -3.8436
O 3.0325 -2.1282 -5.0396
B 0.4600 -0.0593 -0.9700
F -0.4395 0.9239 -1.3841
F 1.1066 0.4233 0.0787
F -0.2337 -1.1604 -0.5199
F 1.3832 -0.4628 -1.9489
C -3.9490 1.3127 2.8826
C -2.4691 1.1802 2.3769
C -1.4668 0.5297 3.4687
O -0.1397 0.2838 3.0103
C 0.6710 1.3805 3.1488
N -2.4471 0.1299 1.2343
H -2.8338 0.5483 0.4003
H -1.4685 -0.1159 1.1894
H -2.9931 -0.6681 1.5263
H -4.6340 1.8591 2.2342
H -4.0449 1.9217 3.7815
H -4.5222 0.4180 3.1255
H -1.9900 2.1286 2.1339
H -1.7496 -0.4526 3.8471
H -1.5286 1.0854 4.4044
H 1.0681 1.3656 4.1638
H 0.1975 2.3325 2.9089
H 1.5737 1.2041 2.5638
C 3.9272 3.4141 -2.3080
C 2.9232 2.5611 -1.5198
C 3.0229 2.7793 -0.0345
O 3.1764 4.1100 0.3355
C 3.1742 4.2719 1.7503
N 1.5338 2.9788 -2.0405
H 1.4052 2.6514 -2.9872
H 0.8644 2.4037 -1.5493
H 1.3750 3.9762 -2.0557
H 4.9559 3.1987 -2.0192
H 3.7885 4.4726 -2.0876
H 3.9105 3.1563 -3.3670
H 3.0692 1.5174 -1.7981
H 3.8540 2.2324 0.4108
H 2.1123 2.5179 0.5046
H 3.4157 5.3071 1.9913
H 3.8425 3.6379 2.3330
H 2.1815 3.9750 2.0888
C -3.5201 0.0071 -5.5492
C -2.4698 0.7577 -4.6812
C -2.9301 2.1105 -4.1749
O -2.0118 2.4879 -3.1479
C -2.4361 3.6003 -2.3769
N -2.0725 -0.2303 -3.6063
H -2.7725 -0.5931 -2.9750
H -1.7419 -1.0395 -4.1122
H -1.3037 0.1435 -3.0685
H -3.2542 -0.9938 -5.8891
H -3.7318 0.5816 -6.4509
H -4.4225 0.0737 -4.9415
H -1.5537 0.9019 -5.2540
H -3.8963 2.0887 -3.6708
H -2.9292 2.8066 -5.0137
H -2.6042 4.5285 -2.9231
H -1.6397 3.8436 -1.6736
H -3.3863 3.4436 -1.8664
C 1.7331 -4.5034 3.1654
C 0.7185 -3.5859 2.5033
C -0.4215 -3.1443 3.4902
O 0.1240 -2.4608 4.6064
C -0.7299 -2.5966 5.7119
N 1.4309 -2.3459 2.0141
H 1.8929 -2.3730 1.1164
H 0.7304 -1.6196 1.9709
H 2.1158 -1.9378 2.6342
H 2.1991 -3.9806 4.0007
H 2.5664 -4.8208 2.5386
H 1.2486 -5.3752 3.6051
H 0.4762 -4.0311 1.5384
H -0.9130 -4.0501 3.8455
H -1.2352 -2.5796 3.0352
H -0.8098 -3.5991 6.1323
H -1.6566 -2.1037 5.4177
H -0.3569 -2.0608 6.5847
C 0.5348 -4.9992 -1.2648
F 0.4188 -5.9652 -0.3346
F 0.0492 -5.4307 -2.4589
F -0.2017 -3.9490 -0.9379
S 2.3538 -4.3657 -1.4698
O 3.1630 -5.5219 -1.8199
O 2.3632 -3.3653 -2.5625
O 2.8020 -3.7123 -0.1848

Cartesian forces, eV/Å:
O 3.60 1.61 -1.22
V -3.30 -6.22 -0.14
O -1.49 2.07 2.06
B -0.82 -1.50 0.68
F -0.36 0.46 -1.21
F 1.93 1.43 2.06
F -0.99 -0.81 -0.26
F 0.96 0.77 -0.98
C 0.13 0.80 0.12
C -0.34 -2.03 2.46
C -0.82 -0.63 0.22
O -2.49 -0.61 -1.02
C 2.24 0.68 0.72
N 0.11 2.01 1.32
H 0.18 -0.21 -0.54
H 0.66 -0.44 -0.88
H -0.28 -0.34 0.06
H 0.45 0.06 -0.69
H 0.63 -0.03 0.20
H 0.71 -0.59 -0.09
H -0.38 -0.16 -0.86
H -0.79 -0.23 -0.57
H 0.39 0.72 -0.21
H -0.26 0.59 0.35
H 0.06 0.04 -0.07
H -0.19 0.28 -0.49
C 0.37 -0.40 0.30
C 0.99 1.45 -0.89
C -0.51 0.15 1.54
O 0.95 1.15 -0.65
C -0.53 0.04 0.10
N 0.81 -1.52 -0.06
H 0.26 0.18 -0.66
H -0.97 0.44 0.72
H -0.12 0.46 0.56
H -0.07 -0.15 0.33
H -0.13 -0.01 -0.32
H -0.30 0.38 -0.14
H -0.39 -0.04 0.35
H 0.10 -0.62 -0.38
H -0.29 -1.07 -0.27
H -0.27 -0.12 -0.20
H 0.58 -0.25 -0.56
H -0.35 0.40 0.32
C 0.00 1.64 0.39
C -0.70 -0.98 -1.37
C 0.36 -0.31 1.20
O 0.30 0.24 -0.32
C 0.03 0.68 0.09
N 0.46 0.38 -0.44
H -0.70 0.31 0.15
H 0.47 -0.58 -0.12
H 0.30 0.19 0.59
H 0.09 0.00 0.41
H 0.07 0.07 0.01
H -0.32 -0.71 -0.26
H 0.15 -0.04 0.11
H -0.49 -0.21 -0.51
H -0.14 0.09 0.00
H 0.17 -0.12 -0.65
H -0.11 -0.31 0.19
H 0.00 -0.46 0.25
C 0.32 0.22 0.84
C 0.83 -0.08 0.16
C 0.86 -1.07 -0.10
O 0.73 -0.45 -1.01
C -0.18 0.85 1.07
N -0.43 1.41 0.72
H 0.26 -1.10 -0.99
H -0.35 0.56 -0.28
H 0.38 -0.39 0.85
H -0.08 0.08 0.19
H -0.38 -0.01 -0.42
H -0.05 -0.04 -0.26
H -1.11 -0.15 0.37
H 0.09 -0.31 -0.14
H 0.01 0.48 -0.45
H -0.40 -0.38 -0.76
H -0.63 -0.53 0.46
H 0.41 0.47 -0.39
C 0.60 -0.56 -1.42
F 0.26 1.10 -0.91
F 0.83 0.08 1.31
F -0.52 0.52 0.75
S 3.71 -1.03 1.64
O -1.86 1.24 0.44
O -0.73 1.66 -0.88
O -2.16 -0.69 -1.62

Results of the Löwdin charge analysis, in e, for atoms 1 through 5:
1. O -0.29
2. V 1.16
3. O -0.18
4. B -1.42
5. F 0.12

Here is a 5-piece molecular cluster, C28H80N14O5P5 overall from the OMol25 dataset. Energies are from ωB97M-V with the def2-TZVPD basis set.

## Properties
- DFT total energy (Ha) = -3963.68514
- HOMO-LUMO gap (eV) = 5.424
- M (g/mol) = 847.9
- charge = +1
- lowest unoccupied orbital energy (eV) = -3.050

Atoms and positions in Å:
C 4.5293 -5.9480 -0.5586
P 3.2974 -6.7283 0.6233
O 3.8363 -8.2458 1.0822
C 1.7709 -6.9446 -0.4875
N 1.7282 -7.9658 -1.3538
C 0.5053 -7.8113 -2.0349
C -0.1362 -6.7137 -1.5208
N 0.7052 -6.1594 -0.5376
H 5.5758 -6.1490 -0.2706
H 4.2758 -4.8665 -0.5442
H 4.3533 -6.2724 -1.6106
H 4.2300 -8.6628 0.2942
H 2.4451 -8.6704 -1.4614
H 0.1787 -8.4858 -2.8309
H -1.1191 -6.3116 -1.7937
H 0.5916 -5.3403 0.0492
O -2.2797 -3.9066 -2.7322
P -2.4333 -2.7433 -3.7025
N -1.0338 -3.0958 -4.6201
C 0.2456 -2.4393 -4.7347
C -1.1856 -4.1481 -5.6092
N -2.2819 -1.5131 -2.4679
C -0.9979 -1.0332 -1.9847
C -3.1354 -1.7661 -1.3030
N -2.9002 -1.4847 -4.8552
C -2.2959 -0.1782 -4.9455
C -4.3617 -1.3651 -4.9681
H 0.3424 -1.9121 -5.6940
H 1.0629 -3.1688 -4.6722
H 0.4426 -1.7218 -3.9445
H -1.5634 -3.7462 -6.5591
H -1.8877 -4.9113 -5.2607
H -0.2405 -4.6616 -5.8007
H -0.3340 -1.8584 -1.6878
H -1.1271 -0.3766 -1.1217
H -0.4978 -0.4095 -2.7257
H -2.6846 -2.4853 -0.6083
H -4.1053 -2.1650 -1.6097
H -3.3321 -0.8406 -0.7588
H -2.5966 0.4841 -4.1247
H -2.6026 0.2918 -5.8836
H -1.2082 -0.2168 -4.9801
H -4.7946 -0.8484 -4.1001
H -4.8185 -2.3575 -5.0324
H -4.6451 -0.8267 -5.8746
O -1.8531 3.3772 0.3188
P -2.0893 2.6176 1.6203
N -3.7815 2.8252 1.5655
C -4.6885 3.6525 2.3261
C -4.4981 1.8871 0.7231
N -1.1806 3.7588 2.5891
C -1.7451 5.0171 3.0610
C 0.1509 4.0339 2.0421
N -2.2968 1.6322 3.0922
C -2.5812 2.1480 4.4070
C -1.2787 0.5800 3.1872
H -5.2762 3.0516 3.0358
H -5.3937 4.1660 1.6622
H -4.2061 4.4444 2.8891
H -4.7455 0.9708 1.2813
H -3.8978 1.6044 -0.1471
H -5.4226 2.3169 0.3318
H -2.2102 5.5948 2.2528
H -0.9746 5.6403 3.5194
H -2.4717 4.8553 3.8570
H 0.1250 4.7739 1.2345
H 0.6023 3.1222 1.6410
H 0.8170 4.4006 2.8257
H -1.7089 2.6263 4.8704
H -2.8941 1.3240 5.0552
H -3.4087 2.8543 4.4139
H -0.3028 0.9851 3.4947
H -1.1499 0.0902 2.2163
H -1.5761 -0.1962 3.8970
O 8.5273 -5.1073 0.1231
P 9.4686 -5.9345 0.9901
N 8.3035 -6.3200 2.1823
C 8.1313 -5.8983 3.5516
C 7.4038 -7.3975 1.8368
N 10.5498 -4.6063 1.3356
C 10.3016 -3.6451 2.4005
C 10.9403 -3.8649 0.1317
N 10.6328 -7.0378 1.7417
C 11.3745 -6.7655 2.9473
C 11.5176 -7.6561 0.7440
H 8.4023 -6.6978 4.2557
H 7.0872 -5.6244 3.7444
H 8.7097 -5.0188 3.8146
H 7.8297 -8.3748 2.1062
H 7.2022 -7.3996 0.7599
H 6.4355 -7.2919 2.3335
H 9.2909 -3.2197 2.3509
H 11.0157 -2.8208 2.3541
H 10.4626 -4.0882 3.3839
H 10.1806 -3.1373 -0.1743
H 11.1037 -4.5454 -0.7079
H 11.8794 -3.3347 0.2987
H 12.1846 -6.0427 2.7903
H 11.8218 -7.6953 3.3092
H 10.7437 -6.4092 3.7602
H 12.2847 -6.9528 0.3908
H 10.9373 -7.9858 -0.1235
H 12.0125 -8.5413 1.1490
O -5.2393 8.0030 1.5422
P -5.9483 8.8300 0.4730
N -7.3443 9.0434 1.4499
C -8.6737 8.4909 1.3850
C -7.2554 10.1025 2.4372
N -5.9852 7.5423 -0.6885
C -6.9714 6.4747 -0.6488
C -4.6652 6.9349 -0.9070
N -6.7089 9.9209 -0.7082
C -7.7774 9.5613 -1.6039
C -5.7100 10.7215 -1.4290
H -9.4019 9.2376 1.0349
H -8.9996 8.1461 2.3735
H -8.7569 7.6226 0.7393
H -7.5534 11.0698 2.0065
H -6.2335 10.1984 2.8135
H -7.8861 9.8993 3.3051
H -7.0321 6.0112 0.3451
H -6.7354 5.6907 -1.3718
H -7.9593 6.8236 -0.9505
H -4.4111 6.2023 -0.1320
H -3.8795 7.6944 -0.9110
H -4.6246 6.4366 -1.8776
H -7.4376 8.9267 -2.4331
H -8.2059 10.4711 -2.0339
H -8.6018 9.0612 -1.0995
H -5.1851 10.1262 -2.1909
H -4.9627 11.1106 -0.7313
H -6.1704 11.5854 -1.9142

Cartesian forces, eV/Å:
C -1.04 -0.65 -0.94
P 0.09 1.32 1.91
O -0.51 0.90 -2.16
C 3.47 -0.84 0.95
N -2.55 1.88 -0.16
C -0.31 -0.10 -0.06
C 0.00 -0.24 -0.41
N 0.02 -1.74 -1.21
H -0.52 0.30 0.09
H 0.41 -0.59 0.23
H 0.37 0.07 0.62
H 0.22 -0.37 0.60
H -0.26 0.10 -0.09
H 0.16 0.34 0.52
H 0.64 0.02 0.18
H -0.23 -0.14 -0.17
O -3.38 -1.30 -1.54
P 6.66 3.53 2.13
N 0.90 -0.58 0.15
C 0.04 0.40 -0.01
C -0.65 0.15 -0.02
N -0.08 0.90 0.84
C 0.26 -0.05 -0.37
C -0.24 -0.33 -0.19
N -3.97 -2.51 -1.58
C 0.75 0.23 0.69
C -0.04 -0.04 0.12
H 0.10 0.01 -0.01
H -0.09 -0.09 -0.10
H -0.20 0.03 0.01
H 0.08 -0.11 -0.10
H -0.03 0.03 -0.02
H 0.07 0.15 0.09
H 0.14 0.06 0.07
H -0.25 -0.13 0.03
H 0.08 -0.13 -0.09
H -0.07 -0.06 0.02
H 0.04 -0.03 0.04
H 0.14 0.11 -0.14
H 0.03 -0.08 0.07
H -0.18 -0.30 -0.05
H 0.01 -0.14 0.12
H -0.08 0.10 -0.07
H 0.01 0.02 0.01
H 0.09 0.05 0.04
O 1.62 -3.62 -1.37
P -3.11 6.87 3.34
N -1.08 0.53 -0.47
C -0.02 0.10 0.30
C 0.52 -0.40 0.17
N 0.95 0.47 0.78
C -0.49 -0.04 -0.06
C 0.00 -0.26 -0.27
N 1.48 -4.43 -1.98
C -0.06 0.94 0.09
C 0.06 0.14 -0.02
H -0.07 0.02 0.03
H 0.01 -0.12 -0.08
H 0.20 -0.09 -0.04
H -0.16 -0.07 -0.07
H 0.01 0.02 0.01
H 0.04 0.13 0.12
H -0.04 0.13 0.07
H 0.20 -0.16 -0.18
H -0.13 -0.03 -0.10
H 0.04 -0.05 -0.06
H -0.02 0.04 -0.03
H -0.14 0.01 0.13
H 0.02 0.06 -0.09
H 0.05 -0.20 -0.27
H 0.06 0.06 -0.15
H 0.05 -0.11 0.10
H 0.00 0.02 0.00
H -0.01 0.09 0.05
O 0.69 -3.02 -2.68
P -0.43 4.95 6.03
N -0.92 0.36 0.36
C 0.28 0.03 0.28
C 0.40 -0.22 -0.33
N 0.87 0.72 0.15
C -0.27 -0.23 0.31
C -0.17 -0.24 -0.30
N -0.10 -3.16 -3.74
C -0.15 0.89 0.44
C 0.00 0.10 -0.07
H -0.03 0.02 0.08
H -0.04 -0.12 -0.09
H 0.13 -0.05 -0.16
H -0.16 -0.10 0.01
H 0.07 -0.06 -0.02
H 0.09 0.11 0.11
H 0.00 0.11 0.09
H 0.02 -0.07 -0.29
H -0.15 -0.08 0.02
H -0.01 -0.03 -0.07
H -0.04 0.04 0.01
H 0.00 -0.06 0.20
H -0.08 0.07 -0.05
H -0.15 -0.14 -0.28
H -0.11 0.11 -0.12
H 0.12 -0.09 0.01
H 0.01 0.02 0.01
H 0.00 0.08 0.07
O 2.87 2.92 -0.24
P -6.00 -5.19 0.19
N -0.78 -0.45 0.94
C -0.10 -0.12 -0.19
C 0.43 0.29 -0.44
N 0.33 -0.79 -1.45
C -0.38 0.16 0.28
C 0.20 0.24 0.22
N 3.41 3.64 0.33
C -0.30 -0.92 0.07
C 0.06 -0.14 -0.04
H -0.09 -0.01 0.02
H 0.04 0.13 0.05
H 0.15 0.05 -0.10
H -0.07 0.09 0.11
H -0.01 0.00 -0.01
H -0.05 -0.13 -0.10
H -0.11 -0.12 -0.01
H 0.34 0.12 0.02
H -0.04 0.10 0.18
H 0.06 0.03 0.02
H -0.03 -0.01 0.06
H -0.22 0.04 -0.03
H 0.05 -0.07 0.06
H 0.24 0.16 0.17
H 0.12 -0.09 0.09
H 0.00 0.10 -0.13
H -0.02 -0.02 -0.01
H -0.06 -0.08 -0.02

Results of the Löwdin charge analysis, in e, for atoms 1 through 5:
1. C -0.24
2. P 0.92
3. O -0.31
4. C -0.41
5. N 0.11

Here is a 2-piece molecular cluster, C5H6O2 overall from the OMol25 dataset. Energies are from ωB97M-V with the def2-TZVPD basis set.

## Properties
- DFT total energy (Ha) = -344.50972
- HOMO-LUMO gap (eV) = 10.597
- ΔE to the lowest compared entry with this formula, charge and spin (kJ/mol) = 242.0
- M (g/mol) = 98.1
- lowest unoccupied orbital energy (eV) = 0.820

Atoms and positions in Å:
O 2.3988 1.1232 -0.6778
C 1.9683 -0.1154 -0.1369
C 0.4692 -0.1432 -0.0581
C -0.4052 -0.3180 0.8966
C -1.5008 -0.4473 1.6011
C -2.3567 0.1905 -1.2493
O -3.4535 -0.0852 -1.1578
H 2.0727 1.8233 -0.0979
H 2.4650 -0.3459 0.8152
H 2.2838 -0.8676 -0.8675
H -1.9748 0.4146 2.0645
H -2.0045 -1.4072 1.6849
H -0.0154 0.0714 -1.0083

Cartesian forces, eV/Å:
O 0.06 0.21 0.20
C -0.05 -0.35 0.13
C -0.19 -0.01 0.03
C -0.03 0.03 -0.15
C 0.19 0.01 -0.04
C -1.43 -0.22 -0.14
O 1.08 0.27 -0.09
H 0.07 -0.08 -0.12
H -0.19 0.10 -0.07
H 0.02 0.07 0.16
H 0.16 -0.13 0.07
H 0.16 0.09 0.11
H 0.15 0.02 -0.07

Results of the Löwdin charge analysis, in e, for atoms 1 through 5:
1. O -0.07
2. C -0.27
3. C -0.12
4. C -0.13
5. C -0.03